DFT (ωB97M-V/def2-TZVPD) results for a cluster of 2 separate species, C8H13FNO4 in total.

Atoms and positions in Å:
C -1.08198 1.27500 -0.26009
C 5.37317 0.15748 0.44177
C -4.11067 1.34473 0.28380
C 4.95620 0.56384 -0.76112
C -3.11207 2.11686 0.72629
C 3.52416 0.83910 -1.07896
C -2.48528 -3.26818 0.08205
C -1.84001 -1.00671 0.02991
N -1.30112 0.01515 -0.50212
O -1.81164 2.18630 0.27611
O 4.50583 -0.06282 1.46186
O -3.98467 0.40278 -0.67259
O -2.14717 -2.06305 -0.61564
F -1.97197 -1.06636 1.36585
H -0.13603 1.66396 -0.63809
H 6.42277 -0.01872 0.63899
H -5.08726 1.50942 0.72163
H 5.69335 0.71236 -1.53266
H -3.29498 2.86719 1.47829
H 2.90739 -0.01492 -0.80082
H 3.39447 1.05853 -2.13361
H 3.17646 1.69436 -0.49706
H -1.63502 -3.62440 0.66690
H -2.73473 -3.98947 -0.69192
H -3.33873 -3.11547 0.74606
H 4.96895 -0.30536 2.26952
H -4.84941 0.12839 -1.00434

Forces on the atoms, in the same order (eV/Å):
C 0.32 -0.74 -0.41
C 0.27 0.24 -1.01
C 0.49 0.49 0.17
C 0.26 -0.23 0.70
C -1.26 -0.47 0.33
C -0.04 0.03 0.19
C -0.37 -0.96 0.61
C 0.05 -0.05 1.31
N 0.00 0.62 0.02
O 0.52 -0.10 -0.51
O -0.43 -0.03 0.35
O -0.09 -0.05 -0.16
O 0.20 0.83 -0.25
F 0.06 -0.01 -1.13
H -0.11 0.10 0.24
H 0.02 -0.03 0.09
H 0.01 -0.05 0.03
H 0.18 -0.01 0.02
H 0.06 -0.04 -0.04
H -0.16 -0.07 -0.07
H -0.09 -0.01 -0.09
H -0.13 0.10 -0.02
H -0.03 0.14 -0.16
H 0.05 0.15 0.05
H 0.10 0.09 -0.18
H 0.07 0.03 -0.16
H 0.05 0.05 0.07

Orbital gap in eV: 6.018
Total energy in eV: -20894.490
HOMO level in eV: -10.4936
Charge: +1


DFT (ωB97M-V/def2-TZVPD) results for a cluster of 2 separate species, C31H37N4O in total.

Atoms and positions in Å:
C 3.71799 4.28179 1.50150
N 2.97469 3.35672 0.66608
C 3.61174 2.65721 -0.33327
O 4.78179 2.73364 -0.64233
C 2.58029 1.72444 -0.94593
C 3.03919 0.27160 -0.79425
C 3.19754 -0.13738 0.63744
C 4.37550 0.12215 1.32253
C 4.50155 -0.20973 2.65484
C 3.44661 -0.79765 3.32022
C 2.26906 -1.05834 2.65159
C 2.14549 -0.72810 1.31893
N 1.28476 1.99570 -0.25225
C 0.11134 1.37623 -0.56435
C -1.08065 1.60120 0.08633
C -2.24176 0.91793 -0.20555
C -3.48686 1.13064 0.44525
C -4.61303 0.37905 0.06044
C -5.82516 0.56066 0.67997
C -5.95474 1.48493 1.70404
C -4.86085 2.23271 2.10606
C -3.64585 2.06597 1.48871
C 1.52814 3.03337 0.80676
C 1.21949 2.51717 2.22946
C 0.70756 3.73334 3.03349
C 0.39471 4.86425 2.01780
C 0.68191 4.30956 0.60585
H 4.75320 4.30858 1.16980
H 3.30492 5.28466 1.42572
H 3.69738 3.96219 2.54094
H 2.45674 1.98445 -2.00638
H 2.33088 -0.40283 -1.28504
H 3.99950 0.13678 -1.30531
H 5.18315 0.61709 0.81036
H 5.42230 -0.00337 3.17549
H 3.53789 -1.04215 4.36519
H 1.44166 -1.51403 3.17016
H 1.21858 -0.90708 0.80197
H 0.13009 0.66390 -1.36656
H -1.10171 2.33391 0.86843
H -2.20224 0.13936 -0.94740
H -4.50304 -0.35473 -0.72102
H -6.67758 -0.02186 0.37054
H -6.90541 1.62004 2.19071
H -4.95809 2.94467 2.91074
H -2.80602 2.65022 1.81905
H 0.47770 1.71458 2.18581
H 2.12499 2.08101 2.66319
H -0.17677 3.46945 3.62507
H 1.46651 4.06417 3.75238
H -0.64192 5.20963 2.10451
H 1.02333 5.73986 2.21798
H 1.24058 5.01896 -0.01271
H -0.23616 4.07713 0.05963
C -0.26393 -7.03462 -2.87118
N -1.15728 -6.13366 -3.59931
C -1.61092 -6.60573 -4.90739
C -1.58528 -4.89226 -3.05375
C -1.84370 -3.78376 -3.85140
C -2.25006 -2.60875 -3.26587
N -2.43128 -2.43287 -1.96727
C -2.19068 -3.49468 -1.21509
C -1.77038 -4.71441 -1.68812
H 0.16320 -6.53679 -2.00242
H -0.80500 -7.92088 -2.54388
H 0.55585 -7.34507 -3.51726
H -2.41121 -5.97507 -5.29023
H -0.78492 -6.60410 -5.61636
H -1.99516 -7.62103 -4.82211
H -1.69232 -3.83894 -4.91515
H -2.43058 -1.74586 -3.88773
H -2.34135 -3.36687 -0.15443
H -1.61585 -5.53835 -1.01372

Forces on the atoms, in the same order (eV/Å):
C -0.43 0.03 0.17
N -0.03 -1.11 -1.24
C -0.60 0.62 0.90
O -0.64 -0.16 -0.02
C -0.39 -0.49 -0.92
C 0.11 -0.43 -0.25
C -0.11 0.09 0.13
C 0.07 0.16 -0.18
C 0.18 0.10 0.09
C -0.02 -0.07 0.35
C -0.26 -0.11 0.13
C 0.03 0.09 -0.11
N -0.46 -0.54 -0.56
C 3.13 1.44 0.72
C -1.46 0.03 0.53
C 1.21 0.36 0.07
C -0.90 0.17 0.54
C 0.64 0.04 -0.12
C -0.34 -0.03 0.08
C -0.03 -0.13 -0.14
C 0.09 0.20 0.19
C 0.16 -0.26 -0.31
C 0.10 0.33 0.43
C 0.04 0.06 0.12
C 0.01 -0.03 0.08
C -0.04 0.12 0.01
C 0.00 0.10 0.00
H -0.10 -0.16 -0.16
H -0.03 0.13 0.03
H -0.01 -0.02 0.14
H 0.12 -0.11 0.17
H -0.02 0.13 -0.05
H -0.21 0.30 -0.08
H 0.24 0.01 -0.13
H 0.14 0.03 0.07
H 0.03 -0.09 0.17
H -0.13 -0.09 0.10
H -0.27 -0.20 -0.14
H 0.33 -0.28 -0.36
H -0.01 0.17 0.15
H -0.07 -0.34 -0.41
H 0.03 -0.16 -0.19
H -0.10 -0.08 -0.04
H -0.17 0.02 0.08
H -0.03 0.08 0.06
H 0.14 0.17 0.11
H 0.11 0.13 0.02
H -0.16 -0.04 -0.09
H 0.18 0.03 -0.13
H -0.17 -0.07 -0.17
H 0.21 -0.08 -0.05
H -0.14 -0.20 -0.05
H -0.12 -0.12 0.05
H 0.09 0.03 0.12
C -0.65 0.44 -0.11
N -0.39 1.26 0.54
C 0.33 0.49 0.49
C 0.62 -1.88 -0.81
C -0.02 -0.14 -0.39
C -0.04 0.18 -0.52
N -0.11 0.61 0.28
C 0.13 -0.20 0.51
C 0.18 -0.31 0.19
H -0.04 0.02 -0.05
H 0.04 -0.22 0.13
H 0.05 -0.02 -0.10
H 0.04 0.00 0.06
H 0.05 -0.06 -0.24
H -0.02 -0.11 0.05
H -0.02 0.08 -0.21
H -0.05 0.16 -0.19
H -0.06 -0.01 0.25
H 0.00 -0.08 0.21

Orbital gap in eV: 5.632
Total energy in eV: -40749.564
HOMO level in eV: -10.1543
Charge: +1


DFT (ωB97M-V/def2-TZVPD) results for the molecule C19H20Cl3N5OS.

Atoms and positions in Å:
C 3.47249 -3.54186 2.24677
C 3.87026 -2.15815 1.79494
O 4.84930 -1.56689 2.16735
N 2.97764 -1.61114 0.90558
H 2.23551 -2.18387 0.53203
C 3.21909 -0.35410 0.26194
N 2.10260 0.52452 0.40317
C 2.21853 1.82924 0.78430
N 1.07681 2.55687 0.77900
C -0.22231 2.09192 0.49671
C -0.94205 2.71627 -0.52394
C -2.20603 2.29149 -0.85751
C -2.79603 1.24344 -0.14095
C -2.08394 0.64930 0.90678
C -0.80504 1.05626 1.24223
C -0.10894 0.43035 2.41368
H 0.41618 -0.47982 2.12483
H 0.61967 1.11197 2.84537
H -0.83837 0.16758 3.17634
H -2.56272 -0.14661 1.45842
N -4.02319 0.79369 -0.56439
N -4.75890 0.21263 0.29056
C -5.95269 -0.31135 -0.16142
C -6.39111 -0.20578 -1.48952
C -7.59881 -0.74448 -1.86895
C -8.38824 -1.39575 -0.92921
C -7.96380 -1.50261 0.38335
C -6.75058 -0.96852 0.79307
C -6.29365 -1.10848 2.20966
H -5.84776 -2.09260 2.35778
H -5.54522 -0.35594 2.43898
H -7.13362 -1.01435 2.89437
H -8.58586 -2.00894 1.10780
H -9.33788 -1.81815 -1.22302
H -7.93378 -0.66119 -2.89233
H -5.75673 0.31069 -2.19411
H -2.76339 2.76595 -1.64938
H -0.48100 3.53160 -1.06195
H 1.21132 3.55544 0.85663
S 3.64428 2.51683 1.23219
H 1.24256 0.25353 -0.05707
H 4.08856 0.11161 0.75577
C 3.53443 -0.58200 -1.23726
Cl 4.92480 -1.66254 -1.41314
Cl 2.11256 -1.34679 -2.01263
Cl 3.85587 0.95461 -2.05280
H 2.45721 -3.53736 2.63549
H 4.15659 -3.87535 3.02097
H 3.52385 -4.22960 1.40528

Forces on the atoms, in the same order (eV/Å):
C 0.24 0.03 0.14
C -0.46 -0.24 -0.09
O 0.44 0.14 0.20
N -0.22 0.06 -0.22
H 0.09 -0.06 0.09
C 0.36 -0.09 0.25
N -0.42 0.53 -0.17
C 0.27 -0.29 -0.06
N -0.19 0.18 0.00
C -0.47 -0.17 -0.19
C 0.22 -0.06 0.14
C -0.36 -0.28 0.24
C 1.53 0.30 0.74
C -0.39 0.11 -0.38
C 0.14 0.24 0.03
C -0.05 -0.05 0.06
H 0.07 -0.03 0.05
H 0.07 -0.01 0.06
H -0.03 -0.01 0.06
H 0.00 -0.08 0.05
N -2.68 -1.10 0.10
N 2.58 1.19 -0.36
C -1.33 -0.42 -0.60
C 0.22 0.08 0.19
C -0.03 -0.02 -0.05
C 0.00 -0.02 0.08
C -0.10 -0.03 -0.14
C 0.32 0.23 -0.23
C 0.03 0.03 0.09
H 0.05 -0.04 0.08
H -0.03 -0.06 0.14
H -0.04 -0.01 0.06
H -0.05 -0.04 0.07
H -0.08 -0.03 -0.02
H -0.01 0.02 -0.07
H -0.01 0.01 -0.06
H -0.05 0.00 -0.14
H 0.06 0.05 -0.08
H 0.12 -0.19 0.08
S 0.49 0.37 0.25
H 0.02 -0.01 0.04
H -0.23 -0.15 -0.31
C 0.17 0.12 -0.13
Cl -0.06 0.11 0.04
Cl -0.10 -0.06 -0.06
Cl 0.01 -0.16 0.08
H -0.11 -0.03 0.02
H 0.01 0.01 0.00
H -0.03 -0.08 -0.08

Orbital gap in eV: 7.355
SMILES: CC(=O)N[C@H](NC(=S)Nc1ccc(/N=N/c2ccccc2C)cc1C)C(Cl)(Cl)Cl
Total energy in eV: -77928.577
HOMO level in eV: -8.2815
Charge: 0